No. 1
DFT (the ωB97M-V functional and the def2-TZVPD basis) results for a structure of composition C38H29BrIMoN7OS2.

The geometry in XYZ format:
```
80
Properties=species:S:1:pos:R:3:forces:R:3
Mo 1.00982 -0.95421 -0.45417 1.17 -0.93 0.48
C 3.38529 -0.95915 3.33012 -0.02 -0.01 0.02
C 3.02420 -1.01022 1.99164 -0.05 0.09 -0.01
N 1.74178 -1.07932 1.62626 -0.28 0.28 -0.02
C 0.82628 -1.08478 2.61241 0.13 -0.07 0.12
C 1.21752 -1.05345 3.94445 0.01 0.00 0.00
N 2.48896 -0.99079 4.30624 0.04 0.01 0.00
C -0.56897 -1.07522 2.17132 -0.12 -0.02 0.00
C -1.67147 -1.17957 3.00030 -0.02 0.00 0.01
C -2.95083 -1.13195 2.45399 -0.01 0.00 0.01
C -3.06715 -0.97057 1.07092 -0.05 0.00 0.02
C -1.93256 -0.87371 0.29600 0.05 0.06 0.00
N -0.70434 -0.92890 0.84799 -0.18 -0.17 0.00
C -1.92946 -0.68499 -1.16700 -0.05 -0.04 0.00
C -3.06858 -0.52440 -1.94008 -0.04 0.00 -0.04
N -3.01272 -0.30540 -3.24704 0.03 0.00 0.00
C -1.81016 -0.25670 -3.80112 -0.04 -0.02 0.01
C -0.65038 -0.43433 -3.05801 0.06 0.02 0.01
N -0.71461 -0.64057 -1.74252 -0.05 0.23 0.17
C -4.14946 -1.24567 3.30905 0.02 0.00 -0.02
C -5.27853 -0.47496 3.05744 -0.02 0.01 -0.01
C -6.37552 -0.61400 3.89558 0.02 -0.02 0.02
N -6.40822 -1.45996 4.91991 0.01 0.00 0.00
C -5.32929 -2.20071 5.15119 -0.01 0.02 -0.02
C -4.17524 -2.12637 4.38403 0.00 -0.02 0.02
H 4.42943 -0.89457 3.60861 0.00 0.00 0.00
H 3.76814 -0.98314 1.21184 0.02 0.04 0.02
H 0.48714 -1.06346 4.74347 -0.02 -0.01 -0.02
H -1.55041 -1.28398 4.06853 0.02 0.00 0.00
H -4.04759 -0.95034 0.61784 0.01 0.01 -0.01
H -4.05574 -0.56658 -1.49842 0.01 0.01 0.01
H -1.75262 -0.07166 -4.86639 0.00 0.00 0.00
H 0.32723 -0.39962 -3.51624 0.00 0.01 -0.01
H -5.30546 0.24707 2.25097 0.00 0.00 0.00
H -7.26501 -0.01642 3.73580 0.00 0.00 0.00
H -5.38708 -2.88878 5.98605 0.00 0.00 0.00
H -3.33677 -2.77340 4.60864 0.00 0.00 0.00
N 0.80585 1.24010 0.18541 -0.11 0.14 -0.53
C 1.85912 1.79332 1.01836 -0.05 0.00 0.05
C 1.56049 2.30897 2.26698 -0.01 0.00 -0.01
C 2.57630 2.83927 3.05188 0.02 0.00 0.00
C 3.87824 2.86746 2.57272 -0.02 0.01 0.01
C 4.16702 2.35005 1.31832 0.00 -0.02 0.01
C 3.16516 1.79110 0.53206 0.02 -0.01 -0.02
C 3.42501 1.15198 -0.77441 -0.04 -0.01 0.00
C 4.34558 1.64227 -1.70105 -0.05 0.06 -0.05
C 4.49176 1.03637 -2.94201 0.03 0.02 -0.01
C 3.72036 -0.06624 -3.28978 -0.14 0.12 -0.04
C 2.82250 -0.58037 -2.36121 0.04 0.17 -0.15
C 2.68353 0.02997 -1.12011 0.28 -0.19 0.00
H -0.09625 1.43262 0.61284 0.06 -0.02 0.08
H 0.78245 1.75536 -0.70106 0.03 0.03 0.03
H 0.53435 2.32518 2.62043 0.00 0.00 0.00
H 2.34563 3.24560 4.02723 0.00 0.00 0.00
H 4.66884 3.29142 3.17651 0.00 0.00 0.00
H 5.18732 2.35377 0.95511 0.00 0.00 0.00
H 4.92644 2.52544 -1.46424 0.00 0.00 0.00
H 5.20895 1.43222 -3.64839 0.02 -0.02 0.01
H 3.83946 -0.53772 -4.25590 0.00 0.00 0.00
H 2.26217 -1.48627 -2.62244 0.12 -0.07 0.04
C 3.07029 -5.87999 -0.21206 0.02 0.02 0.02
O 1.76458 -5.27377 -0.38772 0.11 0.06 -0.05
C 1.67921 -3.98421 -0.49241 0.31 -0.37 0.02
S 2.95091 -2.88444 -0.39200 -0.60 0.45 -0.15
S 0.18240 -3.30658 -0.81192 -0.66 0.17 -0.08
H 2.89861 -6.94682 -0.28786 0.00 0.00 0.01
H 3.46328 -5.61890 0.76835 -0.01 0.00 0.01
H 3.74271 -5.53818 -0.99670 -0.01 -0.02 -0.02
Br -1.89525 2.89903 -1.24007 0.01 0.01 0.00
C -2.01609 3.17526 -3.11785 0.03 0.01 0.00
C -3.28195 3.41307 -3.63180 -0.01 0.01 0.00
C -3.44010 3.64217 -4.98882 -0.01 0.00 0.01
C -2.33476 3.63967 -5.82561 0.02 0.00 0.00
C -1.07117 3.40170 -5.30774 -0.02 -0.01 -0.01
C -0.90236 3.16579 -3.94709 0.03 -0.07 -0.05
I 1.04416 2.76983 -3.29527 -0.03 0.09 0.08
H -4.13529 3.42664 -2.96825 0.00 0.00 0.00
H -4.42791 3.82986 -5.38642 0.00 0.00 0.00
H -2.44960 3.82825 -6.88419 0.00 0.00 0.00
H -0.20955 3.40454 -5.96139 0.00 0.00 0.00
```
Positions in Å, forces in eV/Å.

Properties
Total charge: +2
LUMO energy, eV: -6.89
HOMO-LUMO gap, eV: 6.19

No. 2
DFT (the ωB97M-V functional and the def2-TZVPD basis) results for a structure of composition C38H29Cl3NO5PRu.

The geometry in XYZ format:
```
78
Properties=species:S:1:pos:R:3:forces:R:3
Ru -0.51271 0.04394 0.39810 -0.94 0.40 -0.02
O -0.79085 3.68870 2.13046 0.05 -0.05 0.02
C -0.22009 2.63557 1.88336 0.12 0.23 0.02
O -0.77881 1.47613 1.88133 -0.12 0.02 0.04
C 1.30042 2.64767 1.64603 -0.08 -0.21 0.01
C 1.90003 1.32133 2.13014 -0.09 0.17 -0.01
C 3.42259 1.40718 2.22420 0.00 0.01 0.01
C 3.82669 1.37011 0.73257 0.01 0.01 -0.07
C 2.46150 1.30600 0.04726 0.08 0.25 -0.01
O 1.71449 0.47586 0.96233 0.11 -0.45 -0.06
C 1.72568 2.64525 0.14121 -0.24 -0.01 -0.15
C 0.55035 2.71220 -0.86350 0.07 0.16 0.15
O 0.48290 3.69504 -1.59194 0.05 -0.06 -0.08
O -0.26632 1.72079 -0.88504 0.09 -0.36 -0.32
H 1.70700 3.50675 2.17751 0.01 0.01 -0.04
H 1.38727 0.88697 2.98206 -0.01 -0.06 -0.05
H 3.83087 0.55676 2.77058 -0.01 0.00 0.01
H 3.73096 2.32305 2.72826 0.02 -0.01 0.01
H 4.40148 0.47209 0.50106 0.03 0.01 0.01
H 4.40106 2.23942 0.41276 -0.01 0.01 0.01
H 2.46105 0.87331 -0.94208 -0.04 -0.06 0.09
H 2.37891 3.47855 -0.11159 0.02 0.02 0.12
C 0.01336 -3.46203 -5.28036 0.03 0.03 -0.02
C 0.27366 -4.28233 -4.19515 0.03 -0.02 0.01
C 0.08015 -3.82029 -2.89761 -0.03 -0.02 0.03
C -0.39188 -2.53168 -2.67335 -0.26 0.60 -0.30
C -0.63990 -1.70877 -3.77552 -0.13 0.01 0.01
C -0.43952 -2.16517 -5.06752 0.02 0.00 0.01
P -0.82198 -1.84979 -1.01301 1.12 -0.42 1.42
C 0.04488 -3.14238 -0.03361 -0.10 -0.22 -0.17
C 1.41941 -2.98580 0.12984 0.07 -0.07 -0.11
C 2.15790 -3.92532 0.83032 0.00 0.02 0.00
C 1.52752 -5.02666 1.39453 -0.02 0.00 0.02
C 0.15775 -5.18358 1.24356 0.02 -0.01 0.00
C -0.57843 -4.25203 0.52269 -0.01 0.05 0.08
C -2.58883 -2.18239 -0.90214 -0.09 0.19 -0.42
C -3.26029 -3.24296 -1.45409 0.06 -0.08 0.17
C -4.66840 -3.25710 -1.44406 -0.02 0.00 0.01
C -5.35926 -2.17932 -0.95844 -0.02 0.00 -0.03
C -4.69144 -1.04547 -0.43982 0.02 -0.02 0.05
C -5.37767 0.11200 -0.00362 0.03 0.01 0.00
C -4.65604 1.19125 0.42039 -0.06 0.02 -0.03
C -3.24428 1.16674 0.47646 0.09 0.00 -0.01
C -2.52309 0.05200 0.11142 -0.11 0.19 0.15
C -3.27538 -1.05755 -0.38288 0.01 -0.04 -0.22
H 0.16660 -3.82690 -6.28873 0.00 0.00 0.00
H 0.63097 -5.29322 -4.35161 0.00 0.01 0.00
H 0.29202 -4.47596 -2.06351 0.01 0.00 -0.01
H -0.99919 -0.69809 -3.60981 0.03 0.01 0.00
H -0.63639 -1.51062 -5.90742 -0.01 0.00 0.00
H 1.91097 -2.10992 -0.28118 -0.03 0.00 0.01
H 3.22439 -3.78275 0.95800 0.00 -0.01 0.00
H 2.09850 -5.74908 1.96467 0.00 -0.01 -0.01
H -0.34402 -6.03272 1.69104 0.00 0.01 0.02
H -1.64942 -4.37583 0.42035 0.00 0.01 0.01
H -2.71534 -4.06951 -1.89683 0.00 0.03 -0.04
H -5.19962 -4.10948 -1.84936 -0.01 0.01 -0.02
H -6.44344 -2.16589 -0.99730 0.00 -0.02 0.03
H -6.46132 0.13174 -0.03253 0.00 0.00 0.01
H -5.17010 2.09167 0.73698 0.00 0.00 0.00
H -2.72748 2.04120 0.84676 -0.01 -0.01 0.02
Cl 3.68098 -2.45124 -4.70856 -0.01 0.01 -0.01
C 3.44088 -0.72538 -4.38716 -0.08 -0.09 -0.22
Cl 2.76028 0.07354 -5.81484 0.03 -0.02 0.02
Cl 4.97525 0.02737 -3.94224 0.10 0.06 0.03
C 2.50508 -0.58391 -3.28224 -0.08 0.05 0.17
N 1.78016 -0.46968 -2.40104 0.18 -0.15 -0.29
C -1.01815 -2.82233 4.36377 -0.01 0.01 0.00
C 0.21142 -2.40175 3.87600 0.01 0.00 0.01
C 0.28031 -1.61761 2.73322 0.02 -0.03 -0.02
C -0.85731 -1.22226 2.01150 0.12 -0.17 -0.12
C -2.07960 -1.65541 2.53532 -0.04 0.05 -0.01
C -2.16215 -2.43815 3.68226 0.01 -0.02 0.01
H -1.08231 -3.42516 5.26204 0.00 -0.02 -0.01
H 1.12642 -2.68618 4.38546 0.00 0.00 0.00
H 1.26465 -1.33542 2.37715 -0.01 -0.01 0.00
H -3.00887 -1.37324 2.05821 0.02 0.01 0.01
H -3.13738 -2.74919 4.04156 0.00 0.02 0.01
```
Positions in Å, forces in eV/Å.

Properties
Total charge: -1
Relative energy (zero: lowest compared OMol25 entry of this formula, charge and spin), eV: 0.000
LUMO energy (alpha / beta), eV: 1.83 / 1.83
HOMO-LUMO gap (alpha / beta), eV: 6.74 / 6.51
2S+1: 2

No. 3
DFT (the ωB97M-V functional and the def2-TZVPD basis) results for a structure of composition C38H29IN3O5PSTi.

The geometry in XYZ format:
```
79
Properties=species:S:1:pos:R:3:forces:R:3
Ti -0.66753 -1.17433 -0.11632 -0.03 0.23 -0.65
O 4.15309 -1.31331 -6.17551 -0.01 0.01 0.07
C 4.64882 -0.94419 -4.97076 0.01 -0.03 -0.01
O 5.76433 -0.50951 -4.90103 -0.01 0.02 0.02
C 3.75554 -1.10632 -3.78211 0.07 -0.02 -0.14
C 2.39810 -1.40296 -3.86150 -0.13 0.02 0.03
C 1.62024 -1.50426 -2.72293 0.06 0.01 -0.17
C 2.19217 -1.31018 -1.46565 -0.39 -0.02 0.24
C 3.55478 -1.02978 -1.38200 0.10 0.11 -0.11
C 4.32199 -0.92630 -2.52661 0.00 0.02 0.09
N 1.36065 -1.36606 -0.32673 0.20 -0.07 0.24
C 1.91580 -1.58364 0.88963 -0.02 0.08 -0.02
C 1.17961 -1.35996 2.07519 0.08 0.10 -0.06
C 1.71165 -1.60982 3.35995 0.01 -0.03 -0.03
C 0.94844 -1.35375 4.46510 -0.02 0.02 0.04
C -0.35565 -0.85109 4.31360 0.03 -0.02 0.04
C -0.82428 -0.63278 3.04100 0.05 0.02 -0.11
N -0.08755 -0.85784 1.94701 0.19 -0.07 0.16
H 3.28198 -1.71108 -6.07018 0.01 -0.02 -0.02
H 1.89567 -1.54170 -4.81316 0.02 0.01 -0.01
H 0.56608 -1.72873 -2.80640 0.06 -0.02 0.01
H 4.01293 -0.84170 -0.42696 0.08 0.07 0.16
H 5.37411 -0.68271 -2.46298 -0.01 0.00 -0.01
H 2.93436 -1.94423 0.96857 -0.03 -0.04 0.01
H 2.71432 -2.00703 3.44576 -0.01 -0.01 0.01
H 1.34806 -1.54511 5.45247 -0.02 0.01 0.01
H -0.98887 -0.64887 5.16445 0.01 0.00 0.01
H -1.82750 -0.26483 2.86395 0.00 0.00 0.00
C 4.19945 2.89990 -0.59588 0.00 -0.03 -0.01
C 3.71507 2.29751 0.55900 0.05 -0.10 -0.03
C 2.39915 1.87182 0.61848 0.06 -0.10 0.00
C 1.52905 2.08189 -0.45379 0.08 -0.15 -0.05
C 2.02084 2.69499 -1.60102 -0.02 0.01 -0.03
C 3.35266 3.08830 -1.67504 -0.03 0.01 -0.01
P -0.19751 1.50561 -0.27515 0.21 0.21 -0.13
C -0.76220 2.47419 1.16882 -0.13 -0.01 0.00
C 0.02224 3.45787 1.76395 0.00 0.15 0.02
C -0.45121 4.17534 2.85536 -0.01 -0.02 -0.02
C -1.71828 3.92632 3.35754 -0.02 -0.01 -0.02
C -2.51661 2.96202 2.75611 0.01 0.02 0.02
C -2.04383 2.23770 1.67299 -0.01 0.02 0.04
C -1.04552 2.28611 -1.68864 -0.04 0.02 0.00
C -0.88941 1.70940 -2.95013 0.02 -0.04 -0.01
C -1.49683 2.27052 -4.06161 -0.02 0.03 0.03
C -2.28271 3.40721 -3.92258 -0.01 -0.01 -0.01
C -2.45203 3.98126 -2.67190 0.02 -0.03 0.00
C -1.83327 3.42600 -1.55940 0.00 0.06 0.01
H 5.23345 3.21455 -0.65495 -0.01 0.01 0.01
H 4.36759 2.14658 1.41052 -0.01 0.00 -0.02
H 2.03647 1.40183 1.52467 -0.03 -0.06 0.03
H 1.36887 2.88044 -2.44475 0.01 -0.02 0.01
H 3.72210 3.55236 -2.58029 -0.01 0.00 0.00
H 1.00530 3.68534 1.37368 -0.08 0.01 0.05
H 0.17327 4.93695 3.30405 0.00 0.00 0.01
H -2.08735 4.48696 4.20656 0.00 0.00 0.00
H -3.51421 2.77099 3.13082 0.00 0.00 0.01
H -2.67385 1.48909 1.21100 0.03 0.04 0.01
H -0.29790 0.80820 -3.06445 0.01 0.00 0.03
H -1.36734 1.81083 -5.03269 0.01 0.01 -0.01
H -2.76603 3.84128 -4.78831 0.00 0.00 0.00
H -3.06492 4.86575 -2.55754 0.00 0.00 0.00
H -1.96474 3.89160 -0.59124 0.00 -0.02 0.01
I -6.97597 -5.15886 3.67271 -0.15 -0.02 0.07
C -5.16680 -4.79080 2.71787 0.11 0.01 -0.07
C -4.86654 -3.50514 2.29077 0.06 -0.04 -0.01
C -3.65458 -3.26492 1.65805 -0.06 0.02 0.02
C -2.75458 -4.30345 1.45725 0.02 -0.16 0.02
C -3.07020 -5.58713 1.88722 -0.06 0.00 0.03
C -4.27769 -5.83889 2.51729 0.03 0.05 0.00
C -1.42994 -4.09679 0.79119 0.12 0.43 -0.11
O -0.63635 -4.98469 0.60691 0.00 -0.12 0.03
O -1.20177 -2.84340 0.43033 -0.06 -0.57 0.24
H -5.56850 -2.69774 2.44644 -0.01 0.00 0.01
H -3.41559 -2.26641 1.31564 0.02 0.01 0.00
H -2.35449 -6.38068 1.72046 0.00 0.00 -0.01
H -4.52233 -6.83750 2.85135 -0.01 0.00 0.00
O -2.52806 -0.27855 0.05235 -0.30 -0.18 -0.07
S -2.78481 -0.68056 -1.45645 0.21 -0.05 -0.01
N -1.41291 -1.26913 -1.87942 -0.32 0.29 0.11
```
Positions in Å, forces in eV/Å.

Properties
Relative energy (zero: lowest compared OMol25 entry of this formula, charge and spin), eV: 0.703
LUMO energy (alpha / beta), eV: -0.38 / -1.11
HOMO-LUMO gap (alpha / beta), eV: 6.20 / 7.66
2S+1: 3

Which formula does entry 2 have?
C38H29Cl3NO5PRu